A single C2H2N2O molecule. Source: OMol25; level of theory: ωB97M-V/def2-TZVPD.

Last column: natural (NBO) charge in e.
CARTESIAN COORDINATES (ANGSTROEM)
O 2.1919 -0.2997 -0.1383  -0.25
N 1.1269 -0.6271 0.3570  0.19
N -2.2832 -0.8721 0.1363  -0.26
C -0.0307 0.2963 -0.0474  -0.45
C -1.3440 -0.2433 0.0090  0.25
H 0.2169 1.0660 0.6944  0.27
H 0.1222 0.6800 -1.0109  0.25

LUMO energy in eV: -0.9
Gap between HOMO and LUMO in eV: 9.3
Net charge: 0
SMILES: N#CCN=O